157
Properties=species:S:1:pos:R:3:forces:R:3:lowdin_charge:R:1 method="wB97M-V/def2-TZVPD" charge=+1 molar_mass_g_mol=1073.3 multiplicity=1 homo_lumo_gap_ev=6.3
C 6.101088 -1.143706 0.870414 -0.13 -0.30 -0.51 -0.08
C 5.173031 -0.992017 -0.467143 0.90 -0.21 1.63 -0.14
C 3.656450 -0.630206 -0.074481 -0.73 -1.17 -0.49 -0.16
F 3.428080 -0.602523 1.367602 0.41 0.46 -2.49 -0.05
C 3.097001 0.724431 -0.791561 0.81 1.16 1.22 -0.14
C 4.147345 1.936214 -0.514603 0.96 -0.91 -1.84 -0.17
O 4.831395 1.850098 0.747106 -0.01 1.06 -1.28 -0.22
C 6.104498 2.556879 0.557935 0.75 0.14 -0.27 -0.07
N 1.844607 1.306089 -0.142204 -4.09 -0.64 -0.25 0.02
C 1.665050 2.067419 1.132488 -1.34 1.24 2.71 -0.08
C 0.429459 1.521651 2.031005 -2.61 -2.09 2.18 -0.16
C 0.612768 0.252697 2.946016 -3.26 1.20 0.20 -0.01
C -0.567975 -0.339505 3.800043 -0.34 2.67 -2.17 -0.02
C -1.994520 0.289474 3.785983 3.18 1.37 -1.68 -0.20
C -3.194185 -0.363237 4.631633 0.02 -0.09 -1.43 -0.09
C -2.159095 1.578958 2.900510 2.67 -2.06 0.44 0.00
C -0.977632 2.169385 2.047387 0.00 -2.66 1.78 -0.03
C 0.699913 1.130811 -0.783333 2.60 -1.55 -1.89 0.07
C 1.007899 0.230039 -2.097483 -2.16 2.62 1.66 -0.26
C -0.095970 0.583383 -3.190571 -2.90 1.28 -4.22 -0.14
C -0.323497 -0.336514 -4.453418 -1.36 2.60 0.58 -0.03
C -1.362971 -0.017633 -5.566113 0.78 2.09 3.08 -0.03
C -2.226828 1.281832 -5.484223 2.54 -1.25 2.52 -0.05
C -2.051885 2.208893 -4.258068 1.87 -2.96 -0.71 -0.06
C -1.011375 1.864752 -3.159977 -0.01 -1.65 -1.71 -0.01
P 0.424142 -1.463016 -1.479770 -2.07 -4.97 -0.45 0.72
O 0.913220 -2.668480 -2.287510 -0.32 3.18 1.80 -0.31
O 0.602035 -1.652600 0.223782 -0.83 0.86 -3.18 -0.17
O -1.294716 -1.452111 -1.677902 2.81 0.31 0.67 -0.18
C 2.557188 0.555484 -2.331438 1.51 -1.57 -1.09 -0.24
C 2.904149 1.860171 -3.200780 -1.21 0.95 0.35 -0.09
C 2.475803 1.825535 -4.747944 0.61 0.74 -0.42 -0.21
O 1.650663 3.006635 -5.005220 -0.24 -1.45 -0.13 -0.10
C 3.193412 -0.675366 -3.171666 0.88 -0.90 0.42 -0.13
C 4.686932 -0.427801 -3.719219 -0.42 -0.39 -1.13 -0.18
C 5.393644 -1.859801 -3.879697 -0.34 -0.64 -0.48 -0.23
C 4.827396 -2.584443 -5.231873 -0.24 0.64 1.06 -0.44
S 4.784141 -4.452232 -5.071208 -0.55 -0.26 1.38 0.89
C 3.702305 -4.928707 -3.669034 -5.69 -1.97 3.40 -0.49
N 2.376594 -5.551350 -3.689218 3.34 1.67 0.22 0.01
N 1.906418 -5.791972 -2.432134 3.46 1.54 2.04 -0.01
C 2.870610 -5.347119 -1.457510 -1.40 -0.57 -6.63 -0.05
O 3.909161 -4.847283 -2.263860 1.19 0.57 1.04 -0.12
H 5.650916 -2.002459 1.472095 0.86 1.15 -0.65 0.08
H 6.095662 -0.209879 1.523042 -0.08 -1.25 -1.02 0.07
H 7.193300 -1.406163 0.562738 -2.10 0.38 0.62 0.08
H 5.698911 -0.218726 -1.116276 -1.06 -1.09 0.63 0.10
H 5.196470 -2.044592 -0.945614 -0.18 1.97 0.47 0.11
H 3.035866 -1.538944 -0.435978 0.70 1.65 0.72 0.13
H 4.966093 1.808689 -1.327305 -1.43 0.37 1.06 0.12
H 3.623235 2.939059 -0.692153 0.75 -1.24 0.39 0.15
H 5.963420 3.489577 -0.096494 0.12 -1.23 1.06 0.11
H 6.581096 2.867464 1.548292 -1.03 -0.64 -1.27 0.11
H 6.820911 1.850810 0.008050 -0.88 0.94 0.75 0.10
H 2.555807 2.072654 1.838629 -0.79 -0.16 -1.56 0.14
H 1.368512 3.150024 0.848783 0.81 -1.71 0.41 0.15
H 1.604550 -0.300585 3.035935 -1.44 1.03 -0.35 0.09
H -0.362295 -1.287163 4.421839 -0.36 1.75 -1.09 0.10
H -3.492904 0.243743 5.551196 0.57 -0.80 -1.33 0.09
H -2.977995 -1.461705 4.914094 -0.05 1.93 -0.33 0.09
H -4.089434 -0.421054 3.899374 1.28 0.24 1.35 0.09
H -3.210888 2.042067 2.909387 1.97 -0.49 -0.27 0.10
H -1.231029 3.092725 1.426740 0.46 -1.30 0.91 0.08
H -0.362405 1.469726 -0.563936 1.82 -0.30 0.42 0.16
H 0.339367 -1.268191 -4.511969 -1.24 1.35 -0.07 0.10
H -1.451036 -0.773369 -6.423080 0.06 1.45 1.40 0.10
H -2.959008 1.501619 -6.340506 1.24 -0.25 1.63 0.10
H -2.681282 3.168951 -4.185269 1.23 -1.71 0.00 0.10
H -0.927875 2.621501 -2.292018 -0.09 -1.33 -1.60 0.10
H -0.169030 -2.158230 0.577703 0.56 0.47 -0.40 0.10
H -1.501181 -1.943971 -2.506330 0.40 0.40 0.68 0.09
H 2.340509 2.743416 -2.703140 0.84 -1.22 -1.08 0.14
H 4.007106 2.164682 -3.194765 -1.57 -0.91 0.43 0.12
H 3.421134 1.981518 -5.398828 -1.45 -0.30 1.15 0.13
H 2.005838 0.853306 -5.108063 0.40 1.38 0.69 0.11
H 0.727680 2.739971 -5.210663 0.89 0.05 0.27 0.07
H 2.552785 -0.952826 -4.094744 0.73 0.71 1.75 0.11
H 3.244688 -1.658008 -2.560564 -0.37 1.72 -0.82 0.10
H 4.571790 -0.009869 -4.795369 0.37 -0.48 1.71 0.12
H 5.294097 0.350119 -3.149788 -0.79 -1.31 -0.53 0.10
H 6.532931 -1.800446 -3.941529 -1.59 0.03 0.04 0.12
H 5.141929 -2.600783 -3.031239 0.38 1.53 -1.09 0.07
H 5.553343 -2.371144 -6.095711 -1.34 -0.55 1.09 0.10
H 3.745145 -2.272669 -5.467404 1.83 -0.23 0.21 0.08
H 2.834075 -5.387468 -0.309867 0.52 0.29 -2.32 0.14
C -5.566659 5.003140 0.585487 0.05 0.12 0.11 0.00
C -4.298069 4.328594 0.139440 0.21 -0.29 -0.33 -0.53
O -3.195116 4.654251 0.579587 0.11 -0.04 0.22 -0.02
N -4.392918 3.331438 -0.777533 0.07 0.86 0.49 0.02
C -5.584962 2.802372 -1.413057 0.66 -0.23 0.20 -0.08
H -5.327954 5.775395 1.317536 0.01 -0.15 -0.09 0.08
H -6.060098 5.475771 -0.266440 -0.11 -0.13 0.07 0.09
H -6.233261 4.277136 1.055299 -0.08 0.11 -0.10 0.10
H -3.499935 2.929187 -1.025427 -0.15 -0.03 0.04 0.12
H -5.650987 1.742906 -1.183544 -0.16 0.31 -0.13 0.06
H -5.478867 2.927490 -2.493363 -0.24 -0.06 -0.01 0.07
H -6.489704 3.304100 -1.076414 0.16 -0.02 0.01 0.09
C 8.069963 -4.820461 0.715742 -0.17 -0.03 -0.04 0.00
C 9.150637 -3.821048 1.029149 0.36 0.47 0.14 -0.54
O 8.910194 -2.628068 1.178585 0.01 -0.21 -0.08 0.01
N 10.426662 -4.274188 1.146529 -0.58 0.11 -0.08 0.01
C 10.914845 -5.630101 1.008499 0.38 0.30 0.11 -0.07
H 7.109951 -4.306441 0.654296 0.20 0.04 0.05 0.07
H 8.267706 -5.299030 -0.245918 -0.02 -0.15 0.13 0.09
H 8.010165 -5.570289 1.507416 0.01 -0.09 -0.17 0.09
H 11.092938 -3.544234 1.357482 -0.07 -0.11 -0.01 0.14
H 11.399047 -5.916714 1.944395 -0.01 -0.26 -0.12 0.09
H 11.654675 -5.647681 0.205351 -0.03 -0.28 0.03 0.09
H 10.117412 -6.334809 0.782234 0.04 0.15 0.03 0.08
C -4.053285 6.726721 5.679610 -0.10 0.01 0.15 -0.01
C -4.305755 5.896755 4.449720 -0.07 -0.26 -0.41 -0.54
O -5.347926 5.268291 4.290376 0.11 0.11 0.07 0.01
N -3.338704 5.853529 3.496397 -0.46 0.02 0.56 0.01
C -2.052340 6.514522 3.491307 -0.12 -0.26 -0.41 -0.07
H -4.915707 6.659715 6.343889 0.06 -0.03 -0.18 0.08
H -3.176775 6.351937 6.212709 0.03 0.19 -0.03 0.09
H -3.910614 7.773698 5.403971 0.14 -0.05 0.12 0.09
H -3.583688 5.275621 2.702419 0.27 0.10 -0.13 0.09
H -2.003271 7.160897 2.612343 0.23 0.07 0.11 0.09
H -1.275221 5.750539 3.414695 0.17 0.20 0.06 0.08
H -1.889747 7.108683 4.388358 -0.10 -0.10 -0.07 0.08
C -8.459034 -0.892015 -3.247169 -0.08 -0.09 0.10 0.00
C -7.449808 0.221737 -3.182467 0.24 0.21 0.29 -0.52
O -6.950317 0.586855 -2.123478 -0.50 -0.56 -0.48 0.00
N -7.092873 0.830550 -4.345827 -0.15 -0.29 0.41 0.01
C -7.561690 0.550697 -5.686609 0.32 0.40 -0.01 -0.07
H -8.638885 -1.274568 -2.242155 0.12 0.15 -0.11 0.09
H -9.403904 -0.520328 -3.649427 0.05 -0.15 -0.10 0.09
H -8.078817 -1.708602 -3.864754 -0.17 0.05 -0.07 0.09
H -6.412481 1.566554 -4.220341 -0.11 -0.08 -0.06 0.13
H -6.700141 0.281142 -6.301580 -0.21 -0.09 -0.19 0.08
H -8.014683 1.459805 -6.087938 -0.10 -0.19 -0.20 0.09
H -8.289822 -0.257229 -5.708789 0.10 0.09 0.10 0.08
C -7.851092 2.084770 8.723927 -0.11 -0.13 0.10 -0.02
C -6.845551 3.202073 8.798731 0.44 0.45 0.37 -0.56
O -6.353604 3.563325 9.860032 -0.15 -0.17 -0.15 0.02
N -6.484510 3.817472 7.639847 -0.22 -0.35 0.35 0.01
C -6.944205 3.543328 6.294580 0.25 0.28 0.01 -0.09
H -8.034656 1.697201 9.726440 0.12 0.16 -0.10 0.08
H -8.795188 2.455076 8.318504 0.05 -0.15 -0.11 0.08
H -7.465028 1.272136 8.104617 -0.18 0.04 -0.08 0.08
H -5.807240 4.555119 7.773017 -0.10 -0.09 -0.05 0.13
H -6.077730 3.281095 5.685212 -0.26 0.02 -0.23 0.07
H -7.396583 4.453162 5.896327 0.01 -0.21 -0.27 0.08
H -7.669951 2.732659 6.263010 0.07 0.07 0.18 0.07
C -0.937593 -8.784546 1.806829 -0.09 -0.11 0.10 -0.01
C 0.082851 -7.679241 1.832378 0.42 0.37 0.44 -0.56
O 0.586840 -7.283282 2.875721 -0.13 -0.09 -0.17 0.02
N 0.444988 -7.113522 0.648279 -0.26 -0.29 0.30 0.00
C -0.026128 -7.431523 -0.683929 0.24 0.21 -0.03 -0.10
H -1.119826 -9.130538 2.824620 0.13 0.15 -0.11 0.09
H -1.879264 -8.417463 1.392910 0.05 -0.16 -0.11 0.08
H -0.566323 -9.625519 1.217274 -0.18 0.05 -0.08 0.09
H 1.132127 -6.381644 0.750278 -0.15 -0.11 0.04 0.11
H 0.832343 -7.728505 -1.287256 -0.32 -0.03 -0.20 0.06
H -0.468208 -6.530258 -1.112771 -0.02 -0.22 -0.26 0.07
H -0.763203 -8.232185 -0.681195 0.08 0.08 0.18 0.08